# 1
96
Properties=species:S:1:pos:R:3:forces:R:3 method="wB97M-V/def2-TZVPD" homo_energy_ev=-9.5 charge=+1 gap_ha=0.1601 fmax_ha_per_bohr=0.0589
C 3.09605 2.61695 -5.56064 0.18 0.01 -0.18
C 1.75716 2.65310 -4.88241 -0.34 -0.02 0.11
C 1.66741 2.35419 -3.52433 -0.07 0.15 -0.22
C 0.45555 2.41141 -2.83452 0.19 -0.12 -0.42
C 0.53005 2.11724 -1.36833 0.18 -0.16 0.63
C -0.73239 2.70555 -3.52927 0.43 -0.01 -0.16
C -2.08387 2.66792 -2.83401 0.17 0.26 -0.33
C -2.29263 3.91536 -1.95969 -0.15 0.00 0.18
C -2.37757 1.34086 -2.07349 0.10 0.60 0.09
C -1.96939 0.12889 -2.81478 -1.02 -0.86 -0.10
C -2.50395 -1.17013 -2.66728 0.06 0.25 -0.16
C -2.61208 -2.05085 -3.81378 0.40 -0.36 -0.03
C -2.44357 -1.54408 -5.21564 0.06 -0.16 -0.37
C -2.96375 -3.37856 -3.63804 0.11 0.43 -0.24
C -3.24062 -3.91515 -2.37476 0.28 0.26 -0.01
C -3.49836 -5.37982 -2.22888 -0.18 -0.10 0.29
C -3.26588 -3.04246 -1.27799 0.13 0.24 0.13
C -2.94969 -1.69296 -1.39746 -0.39 -0.09 0.19
C -3.05039 -0.83854 -0.17041 -0.12 -0.03 0.56
C -0.64808 3.04582 -4.89745 0.04 -0.25 0.08
C -1.87150 3.44602 -5.68572 -0.08 0.08 -0.32
C 0.58271 3.00649 -5.56145 0.22 -0.05 0.32
H 2.99728 2.88041 -6.61785 0.13 -0.05 0.15
H 3.79369 3.32175 -5.08702 -0.20 -0.13 -0.15
H 3.55593 1.62207 -5.48749 -0.15 0.20 -0.05
H 2.57541 2.07916 -2.97542 -0.31 0.17 -0.17
H -0.21898 2.65680 -0.77895 0.25 -0.22 -0.08
H 0.43317 1.03848 -1.15961 -0.03 0.26 0.03
H 1.51690 2.39828 -0.96874 -0.44 -0.10 -0.18
H -2.85405 2.73403 -3.61200 0.17 -0.12 0.09
H -2.11096 4.81934 -2.55757 -0.06 -0.29 0.15
H -3.32149 3.96455 -1.58017 0.17 -0.01 -0.03
H -1.60936 3.94347 -1.10270 -0.19 0.04 -0.22
H -1.87627 1.35097 -1.09197 -0.13 0.00 -0.17
H -3.46776 1.32559 -1.88528 0.49 -0.27 0.11
H -1.23743 0.29057 -3.61483 -0.38 -0.01 -0.03
H -2.49348 -2.39566 -5.90598 0.06 0.30 0.12
H -3.24710 -0.84854 -5.50406 0.26 -0.15 0.22
H -1.48331 -1.04258 -5.38090 -0.12 0.02 0.09
H -3.01239 -4.03080 -4.51216 -0.04 0.21 0.23
H -3.68598 -5.63625 -1.18538 0.01 -0.03 -0.10
H -4.37062 -5.68187 -2.81646 0.07 0.08 0.01
H -2.65488 -5.98315 -2.58443 -0.06 0.25 0.01
H -3.52410 -3.43438 -0.28842 0.09 0.16 -0.40
H -3.49966 -1.42531 0.64366 0.20 0.20 -0.26
H -2.06501 -0.49663 0.18236 -0.20 -0.05 -0.15
H -3.68309 0.04720 -0.32437 0.22 -0.39 0.04
H -1.57352 3.70304 -6.70965 -0.14 -0.03 0.24
H -2.60821 2.63274 -5.76143 0.13 0.18 0.05
H -2.37881 4.32447 -5.26102 0.12 -0.25 -0.06
H 0.62714 3.25673 -6.62861 -0.01 -0.06 0.45
C -0.80660 5.02639 6.48836 -0.17 0.14 0.06
C -0.02676 4.16268 5.53613 0.12 -0.09 -0.04
C 1.33245 3.91145 5.75829 0.13 -0.11 -0.21
C 2.06826 3.12497 4.87165 -0.15 -0.29 -0.04
C 1.41287 2.54070 3.77540 0.11 0.46 -0.11
S 2.29849 1.46701 2.66493 -0.68 -2.64 0.39
N 1.63805 -0.19687 3.22936 0.23 2.52 0.05
C 1.89021 -0.49715 4.65227 0.32 0.13 0.10
C 1.33725 -1.85844 4.97294 0.04 -0.08 0.52
C 2.13164 -2.88862 5.49326 -0.41 0.02 -0.31
C 1.55818 -4.14980 5.71085 -0.19 0.14 0.08
C 0.19037 -4.35770 5.47014 0.16 0.31 -0.11
C -0.60090 -3.29847 4.99762 0.19 0.11 0.08
C -0.02533 -2.04791 4.76204 -0.09 -0.53 0.07
C 1.83266 -1.15538 2.34074 0.78 -1.79 -2.32
C 2.01918 -2.00976 1.46614 0.03 1.51 1.91
C 2.82466 -2.99186 0.78776 0.56 -0.90 -0.67
C 4.02260 -2.63278 0.11393 -0.31 -0.05 0.29
C 4.83795 -3.60381 -0.47433 -0.29 -0.31 -0.02
C 4.47139 -4.96185 -0.43566 -0.23 0.27 0.27
C 3.30021 -5.33478 0.24730 0.27 0.21 -0.18
C 2.48634 -4.36524 0.84184 0.09 0.34 0.01
O 1.78574 1.50544 1.32271 0.19 0.61 0.53
O 3.71103 1.47974 2.93170 -0.69 0.38 0.06
C 0.06851 2.82267 3.51062 0.11 -0.17 0.15
C -0.64242 3.62247 4.40143 0.04 -0.03 -0.10
H -1.83280 5.15463 6.13289 0.14 0.02 0.10
H -0.85226 4.60227 7.49869 0.08 -0.02 -0.22
H -0.35044 6.01880 6.57952 -0.06 -0.16 -0.04
H 1.82264 4.34254 6.63665 -0.14 -0.14 -0.36
H 3.13340 2.94713 5.03208 -0.35 -0.01 -0.07
H 2.96930 -0.43862 4.85103 -0.17 -0.08 0.07
H 1.37829 0.27666 5.24233 0.16 -0.19 -0.12
H 3.18598 -2.68924 5.71572 -0.39 -0.22 -0.18
H 2.17880 -4.97041 6.08272 -0.26 0.31 -0.10
H -0.26572 -5.33520 5.66295 0.25 0.41 -0.11
H -1.67001 -3.42805 4.81773 0.32 -0.09 0.12
H -0.61579 -1.19711 4.41018 0.08 -0.38 0.04
H 4.31270 -1.57725 0.09795 -0.08 -0.41 -0.03
H 5.77439 -3.31281 -0.96472 -0.46 -0.06 0.19
H 5.09983 -5.72272 -0.91887 -0.31 0.41 0.30
H 3.03000 -6.39472 0.31938 0.07 0.47 -0.04
H 1.58716 -4.65157 1.39597 0.31 0.04 -0.25
H -0.41117 2.41071 2.62321 0.14 0.05 0.23
H -1.69862 3.84018 4.21395 0.40 -0.09 0.04

# 2
105
Properties=species:S:1:pos:R:3:forces:R:3 method="wB97M-V/def2-TZVPD" homo_energy_ev=-6.3 charge=0 e_above_lowest_kcal_mol=30.9 gap_ha=0.2285 fmax_ha_per_bohr=0.0503
Cs 0.52319 -0.59293 1.04813 -0.64 1.63 -0.70
O 1.26030 -2.33794 -0.61937 0.65 -1.63 -1.90
S 1.49145 -3.07812 -1.92606 -0.19 0.77 0.55
C 2.73669 -4.34270 -1.61909 0.15 -0.18 0.03
C 2.40799 -5.44901 -0.62371 0.02 -0.08 -0.12
C 2.08670 -4.99160 0.79596 -0.03 0.03 0.10
C 3.29922 -4.41364 1.50939 0.11 -0.20 -0.11
S 2.91113 -3.31899 2.88194 -0.24 0.74 -0.07
O 2.12749 -2.18765 2.26451 1.20 -1.27 0.84
C 1.70356 -4.32336 3.72127 -0.06 -0.10 0.01
C 2.10736 -5.47098 4.39259 -0.04 0.01 0.01
C 1.15598 -6.24387 5.03764 -0.01 -0.01 0.02
C -0.17964 -5.85652 5.02487 0.02 -0.01 0.01
C -0.56368 -4.69633 4.37106 -0.01 0.05 -0.02
C 0.37943 -3.91810 3.70924 -0.03 -0.07 0.10
C 0.06844 -4.12030 -2.16245 -0.06 -0.10 -0.01
C -0.94829 -4.08685 -1.22464 -0.02 -0.08 -0.10
C -2.07867 -4.86861 -1.43153 0.01 0.04 0.06
C -2.17893 -5.66498 -2.56071 0.02 -0.01 -0.02
C -1.15282 -5.68117 -3.49931 -0.02 -0.02 -0.02
C -0.02551 -4.90029 -3.30909 -0.04 0.03 0.04
H 3.61075 -3.75105 -1.33467 -0.01 -0.03 0.04
H 2.96073 -4.76341 -2.60338 -0.03 0.00 0.01
H 3.26334 -6.13361 -0.61061 0.00 0.00 0.03
H 1.56931 -6.03119 -1.01199 -0.03 0.04 0.01
H 1.70981 -5.84288 1.36585 0.01 0.00 -0.01
H 1.29631 -4.24142 0.77781 0.02 0.02 -0.03
H 3.88897 -3.75552 0.86628 -0.03 -0.01 -0.01
H 3.97461 -5.18537 1.88966 -0.04 -0.01 0.00
H 3.15270 -5.75745 4.41881 0.00 0.01 -0.01
H 1.45600 -7.14191 5.56157 0.00 0.00 0.00
H -0.91941 -6.45519 5.53988 0.01 -0.01 0.00
H -1.59994 -4.38421 4.37853 0.00 -0.01 0.00
H 0.09643 -2.99813 3.21250 0.06 -0.03 0.01
H -0.85159 -3.44594 -0.35925 -0.01 0.02 0.01
H -2.88433 -4.84468 -0.70952 0.00 0.00 0.00
H -3.06418 -6.26649 -2.71985 0.01 0.00 0.00
H -1.24006 -6.29365 -4.38719 0.00 0.00 0.00
H 0.76313 -4.88894 -4.05248 0.01 0.01 0.01
S -0.70058 2.23679 -0.94130 0.32 0.03 0.21
C -1.61537 2.05270 -2.27934 -0.15 -0.50 -0.58
N -2.71258 2.76757 -2.56542 -0.09 0.19 0.18
C -3.26467 2.76295 -3.91018 0.00 0.03 0.07
C -2.12531 2.63309 -4.88979 0.05 -0.12 -0.02
N -1.43033 1.38009 -4.59886 0.13 -0.15 -0.27
C -0.98347 0.59121 -5.74324 -0.08 -0.01 0.07
C -0.01379 1.37690 -6.58832 0.04 0.00 0.01
C -0.24822 1.58740 -7.93911 0.00 0.00 -0.02
C 0.65668 2.30920 -8.70912 -0.02 -0.01 0.00
C 1.79912 2.83060 -8.12545 0.01 0.00 0.04
C 2.03719 2.62768 -6.76986 0.02 0.02 -0.04
C 1.13771 1.90423 -6.00645 -0.03 -0.01 0.01
C -1.27023 0.97268 -3.33715 -0.23 0.64 0.62
S -0.79260 -0.52214 -2.84073 0.09 -0.16 -0.06
C -3.34924 3.66338 -1.58257 -0.03 -0.20 -0.03
C -3.05311 5.11665 -1.84396 0.05 -0.01 0.00
C -3.96832 5.91073 -2.52572 -0.01 0.02 0.00
C -3.69149 7.24534 -2.79497 -0.01 -0.03 0.01
C -2.49077 7.79522 -2.37575 0.02 0.02 0.00
C -1.57633 7.01174 -1.68213 0.02 0.01 0.03
C -1.85331 5.68119 -1.41264 -0.05 -0.02 -0.04
H -3.79211 3.70457 -4.05700 0.04 0.01 -0.05
H -3.97961 1.94244 -4.03844 0.00 0.00 -0.01
H -1.44245 3.48397 -4.82206 -0.03 0.04 0.04
H -2.49186 2.57507 -5.91429 -0.02 0.01 0.00
H -1.85289 0.28962 -6.33451 0.00 0.03 -0.01
H -0.52770 -0.31327 -5.34477 0.03 0.01 0.00
H -1.14625 1.18333 -8.39330 0.01 0.01 -0.01
H 0.46373 2.46768 -9.76230 0.00 0.00 0.00
H 2.50227 3.39863 -8.72045 0.00 0.00 0.00
H 2.92792 3.03572 -6.30981 0.00 0.00 0.00
H 1.32104 1.74875 -4.94857 0.00 0.00 0.00
H -3.02954 3.35922 -0.58420 0.02 0.05 -0.03
H -4.42471 3.48142 -1.65752 0.00 0.03 0.00
H -4.91881 5.48375 -2.82933 0.00 0.02 0.00
H -4.41747 7.85449 -3.31817 0.00 0.00 0.00
H -2.27227 8.83675 -2.57451 0.00 0.00 0.00
H -0.64679 7.44426 -1.33422 0.00 0.01 -0.01
H -1.15635 5.06848 -0.85621 0.01 0.00 0.01
C -0.17719 -0.27300 5.91110 -0.05 0.00 -0.05
As 0.85976 0.08092 4.28827 0.10 0.14 0.76
C 2.62489 -0.19321 5.11240 -0.02 -0.04 0.02
C 0.79719 2.06623 4.29243 0.02 0.05 -0.10
C 1.18921 2.73181 5.56882 -0.05 -0.04 0.00
C 0.22840 3.01758 6.53869 0.00 0.00 0.01
C 0.58561 3.60102 7.74494 0.01 0.01 0.01
C 1.91259 3.91519 8.00521 0.01 0.00 -0.01
C 2.87699 3.64844 7.04317 -0.02 0.01 0.02
C 2.51585 3.06341 5.83843 0.03 0.00 0.01
H 0.20565 0.27843 6.76938 0.00 0.01 0.00
H -0.12120 -1.34405 6.11239 -0.02 0.01 0.03
H -1.21823 -0.00370 5.73376 -0.01 -0.01 0.01
H 2.75903 0.40690 6.01222 0.00 0.00 0.00
H 3.41428 0.03820 4.39637 0.01 0.00 0.00
H 2.70351 -1.25008 5.37753 0.02 0.01 -0.01
H -0.22439 2.31688 4.00506 0.00 0.01 0.02
H 1.44171 2.38363 3.46862 0.02 0.00 0.03
H -0.81075 2.78920 6.33157 0.00 0.01 0.01
H -0.17636 3.81953 8.48281 0.00 -0.01 -0.01
H 2.19201 4.37213 8.94592 0.00 0.00 0.00
H 3.91296 3.90207 7.23151 0.00 -0.01 -0.01
H 3.27432 2.86015 5.09028 0.00 0.01 0.00
Se -2.98195 3.26924 2.31582 0.37 -0.72 0.07
C -2.13733 1.63190 2.32412 -0.39 0.79 -0.11
N -1.56769 0.61606 2.31828 -0.85 0.28 0.46

Ordered LUMO energy results: -5.18 -0.05; unit eV.